No. 1
{"formula": "C5H9Br2N3O2", "method": "ωB97M-V/def2-TZVPD", "de_lowest_kj_mol": 6.1, "charge": 0, "species": ["C", "C", "C", "C", "C", "N", "N", "N", "O", "O", "Br", "Br", "H", "H", "H", "H", "H", "H", "H", "H", "H"], "coordinates": [[0.105, 1.985, 0.948], [0.646, 0.558, 1.348], [-0.679, 0.344, -0.533], [0.670, -1.604, -0.062], [-2.866, -0.379, 0.413], [-0.760, 1.676, -0.198], [0.270, -0.267, 0.115], [-2.460, -0.562, 1.611], [-2.609, 0.321, 2.473], [-1.790, -1.636, 1.840], [-3.901, 1.273, -0.096], [-3.193, -1.779, -0.858], [-0.429, 2.456, 1.783], [0.827, 2.713, 0.631], [1.746, 0.584, 1.470], [0.008, 0.088, 2.176], [-1.097, -0.096, -1.394], [0.409, -1.986, -1.128], [1.735, -1.623, -0.052], [0.188, -2.398, 0.568], [-1.597, 2.183, -0.397]]}


No. 2
{"formula": "C29H24F5N8OReTe", "method": "ωB97M-V/def2-TZVPD", "s2": 0.760, "e_tot_ha": -2478.11563, "charge": 1, "spin_multiplicity": 2, "species": ["Re", "C", "C", "C", "C", "N", "C", "N", "C", "N", "C", "N", "C", "C", "C", "C", "C", "N", "C", "C", "C", "C", "C", "C", "H", "H", "H", "H", "H", "H", "H", "H", "H", "H", "H", "H", "N", "C", "C", "N", "H", "H", "H", "H", "H", "H", "H", "H", "N", "C", "C", "C", "C", "C", "C", "C", "C", "C", "H", "H", "H", "H", "F", "Te", "F", "F", "F", "F", "O"], "coordinates": [[0.257, -0.111, -0.470], [-1.893, 2.773, -3.218], [-3.049, 3.039, -2.481], [-3.005, 2.819, -1.130], [-1.860, 2.250, -0.535], [-0.823, 1.796, -1.306], [-0.830, 2.158, -2.596], [-1.841, 2.311, 0.804], [-0.943, 1.809, 1.577], [0.091, 1.000, 1.189], [0.883, 0.730, 2.279], [2.037, 0.157, 2.272], [2.758, -0.152, 1.178], [4.025, -0.725, 1.397], [4.896, -0.890, 0.345], [4.516, -0.426, -0.916], [3.242, 0.076, -1.076], [2.350, 0.160, -0.083], [0.266, 1.319, 3.463], [0.611, 1.297, 4.799], [-0.196, 2.009, 5.683], [-1.306, 2.716, 5.238], [-1.655, 2.744, 3.891], [-0.863, 2.028, 3.015], [-1.828, 3.034, -4.261], [-3.931, 3.438, -2.958], [-3.814, 3.077, -0.466], [0.078, 1.961, -3.140], [4.278, -1.010, 2.405], [5.869, -1.336, 0.496], [5.189, -0.475, -1.756], [2.898, 0.450, -2.034], [1.467, 0.742, 5.143], [0.045, 2.019, 6.735], [-1.910, 3.252, 5.953], [-2.501, 3.307, 3.536], [0.904, -2.179, -1.556], [0.731, -2.545, -2.960], [1.410, -1.482, -3.811], [0.828, -0.199, -3.421], [1.882, -2.310, -1.294], [0.373, -2.839, -0.982], [-0.338, -2.566, -3.188], [1.147, -3.536, -3.162], [1.274, -1.700, -4.878], [2.484, -1.459, -3.607], [-0.152, -0.191, -3.690], [1.297, 0.555, -3.913], [-7.261, -2.627, -6.202], [-6.480, -2.371, -5.405], [-5.508, -2.049, -4.428], [-5.205, -2.968, -3.419], [-4.245, -2.669, -2.478], [-3.587, -1.434, -2.534], [-3.908, -0.502, -3.534], [-4.855, -0.812, -4.482], [-2.548, -1.155, -1.639], [-1.553, -0.906, -0.963], [-5.722, -3.915, -3.391], [-3.989, -3.367, -1.696], [-3.395, 0.447, -3.558], [-5.091, -0.110, -5.269], [-1.199, -3.876, 1.879], [-1.496, -2.154, 1.082], [-1.570, -1.806, 2.985], [-3.341, -2.655, 0.920], [-1.411, -3.481, -0.455], [-2.400, -0.385, 1.309], [0.278, -1.782, 0.994]]}


No. 3
{"formula": "C10H15IN4", "method": "ωB97M-V/def2-TZVPD", "smiles": "C[NH2+]/N=C/C=[n+]1\\ccc(=C(C)C)nc1I", "de_lowest_kj_mol": 85.2, "charge": 2, "species": ["C", "N", "N", "C", "C", "N", "C", "C", "C", "C", "C", "C", "N", "C", "I", "H", "H", "H", "H", "H", "H", "H", "H", "H", "H", "H", "H", "H", "H", "H"], "coordinates": [[3.227, -3.255, 2.901], [2.859, -2.861, 1.504], [1.796, -1.917, 1.301], [0.997, -1.474, 2.244], [-0.159, -0.663, 2.042], [-0.591, -0.120, 0.848], [0.177, -0.151, -0.279], [-0.130, 0.611, -1.336], [-1.339, 1.378, -1.312], [-1.677, 2.258, -2.371], [-2.981, 2.955, -2.275], [-0.916, 2.443, -3.557], [-2.106, 1.289, -0.225], [-1.796, 0.573, 0.775], [-3.331, 0.068, 2.195], [4.107, -3.816, 2.724], [3.179, -2.280, 3.404], [2.571, -3.867, 3.422], [2.681, -3.788, 1.142], [3.685, -2.333, 1.114], [1.031, -1.831, 3.285], [-0.526, -0.221, 2.950], [0.942, -0.845, -0.199], [0.468, 0.545, -2.172], [-3.779, 2.274, -1.832], [-2.916, 3.767, -1.484], [-3.313, 3.519, -3.168], [-0.016, 1.745, -3.611], [-1.551, 2.405, -4.477], [-0.592, 3.592, -3.551]]}


No. 4
{"formula": "C3H2IN2", "method": "ωB97M-V/def2-TZVPD", "smiles": "IC#[N+]C1=NC1", "de_lowest_kj_mol": 191.0, "charge": 1, "species": ["I", "C", "N", "C", "N", "C", "H", "H"], "coordinates": [[-1.365, -1.810, -2.779], [-1.041, -0.721, -1.147], [-1.191, -0.356, -0.054], [-0.485, 0.312, 0.791], [0.001, 0.871, 1.833], [0.940, 0.522, 0.612], [1.702, -0.234, 0.710], [1.439, 1.417, 0.033]]}


No. 5
{"formula": "C4H8O", "method": "ωB97M-V/def2-TZVPD", "smiles": "C1CCOC1", "de_lowest_kj_mol": 56.0, "charge": 0, "species": ["C", "C", "C", "O", "C", "H", "H", "H", "H", "H", "H", "H", "H"], "coordinates": [[-0.921, 0.035, 0.552], [-0.484, -0.662, -0.735], [0.745, 0.171, -1.067], [1.446, 0.098, 0.168], [0.464, 0.342, 1.179], [-1.456, 0.969, 0.334], [-1.569, -0.581, 1.184], [-1.248, -0.808, -1.502], [-0.063, -1.638, -0.470], [1.355, -0.233, -1.879], [0.511, 1.227, -1.293], [0.672, -0.308, 2.034], [0.548, 1.388, 1.498]]}


So what do the calculations give for molecular weight? Going down the list: 302.954 909.363 318.162 192.967 72.107 g/mol.